1.
{"formula": "C5H4NO5W", "method": "wB97M-V/def2-TZVPD", "species": ["O", "C", "W", "O", "C", "C", "O", "C", "O", "C", "O", "H", "N", "H", "H", "H"], "positions_angstrom": [[-1.76, -2.87, -0.15], [-1.07, -1.95, -0.14], [0.31, -0.18, -0.12], [2.41, -1.71, 1.78], [1.64, -1.17, 1.09], [1.38, 1.55, -0.19], [2.02, 2.53, -0.26], [-1.04, 0.94, -1.46], [-1.05, 1.98, -2.05], [1.08, -0.80, -1.89], [1.55, -1.13, -2.90], [-1.87, 0.10, -1.39], [-0.76, 0.58, 1.68], [-1.58, 1.15, 1.44], [-0.15, 1.16, 2.26], [-1.10, -0.18, 2.29]], "s_squared": 2.05, "gap_ev": [6.4, 6.3], "spin_multiplicity": 3, "charge": 3}

***

2.
{"formula": "C4H9NO2", "method": "wB97M-V/def2-TZVPD", "species": ["C", "C", "C", "O", "N", "C", "O", "H", "H", "H", "H", "H", "H", "H", "H", "H"], "positions_angstrom": [[0.77, 1.04, -1.28], [0.61, -0.12, -0.28], [0.65, 0.41, 1.16], [0.50, -0.59, 2.12], [-0.61, -0.87, -0.61], [-1.77, -0.99, 0.06], [-2.05, -0.54, 1.17], [0.76, 0.68, -2.31], [1.71, 1.57, -1.11], [-0.06, 1.75, -1.16], [1.44, -0.82, -0.40], [1.65, 0.84, 1.29], [-0.09, 1.21, 1.27], [-0.46, -0.74, 2.17], [-0.59, -1.34, -1.50], [-2.52, -1.56, -0.52]], "gap_ev": 10.7, "smiles": "C[C@@H](CO)NC=O"}

***

3.
{"formula": "C3HN2O4", "method": "wB97M-V/def2-TZVPD", "species": ["O", "C", "N", "N", "C", "O", "O", "C", "O", "H"], "positions_angstrom": [[3.99, 0.69, -0.07], [2.79, 0.62, 0.01], [1.66, 1.01, 0.06], [0.46, 0.57, 0.33], [0.09, -0.63, 0.00], [0.55, -1.70, -0.46], [-1.35, -0.84, 0.33], [-2.37, -0.14, 0.01], [-3.52, -0.41, 0.31], [-2.31, 0.84, -0.52]], "gap_ev": 8.3, "charge": -1, "smiles": "O=C=N/N=C(\\[O-])OC=O"}

***

4.
{"formula": "C2H2NO3S", "method": "wB97M-V/def2-TZVPD", "species": ["C", "C", "N", "O", "O", "O", "S", "H", "H"], "positions_angstrom": [[1.60, -0.34, -0.56], [0.38, -0.96, -0.16], [-1.20, 1.16, -0.37], [2.44, 0.44, -0.45], [-2.28, 0.97, 1.94], [1.05, -1.11, -1.53], [-1.81, 1.89, 0.83], [0.27, -1.97, 0.45], [-0.46, -0.08, -0.15]], "gap_ev": 8.0, "charge": -1}

***

5.
{"formula": "C26H33N7O4PS4Ta", "method": "wB97M-V/def2-TZVPD", "species": ["Ta", "S", "C", "C", "N", "C", "S", "C", "N", "O", "C", "C", "C", "C", "C", "C", "C", "O", "N", "N", "C", "S", "C", "C", "S", "H", "H", "H", "H", "H", "H", "H", "H", "H", "O", "O", "P", "N", "C", "C", "C", "C", "N", "C", "C", "C", "C", "N", "C", "C", "C", "C", "H", "H", "H", "H", "H", "H", "H", "H", "H", "H", "H", "H", "H", "H", "H", "H", "H", "H", "H", "H", "H", "H", "H", "H"], "positions_angstrom": [[-0.02, 0.87, 0.46], [-3.57, 1.29, -0.11], [-5.05, 1.91, 0.53], [-6.12, 2.05, -0.43], [-6.97, 2.14, -1.19], [-5.25, 2.28, 1.82], [-1.02, 1.73, 2.52], [-6.48, 2.80, 2.30], [-7.48, 3.20, 2.71], [-0.02, -1.23, -4.83], [-1.04, -0.36, -4.73], [-1.79, -0.10, -5.88], [-2.85, 0.78, -5.84], [-3.19, 1.44, -4.67], [-2.46, 1.20, -3.52], [-1.39, 0.30, -3.53], [-0.64, 0.07, -2.31], [-0.98, 0.68, -1.18], [0.37, -0.75, -2.26], [1.05, -0.69, -1.04], [2.20, -1.26, -1.11], [2.72, -2.16, -2.51], [4.44, -2.30, -1.96], [4.45, -2.40, -0.45], [3.38, -1.07, 0.16], [0.41, -1.29, -3.96], [-1.51, -0.62, -6.79], [-3.42, 0.96, -6.75], [-4.03, 2.12, -4.64], [-2.73, 1.68, -2.59], [4.99, -1.41, -2.29], [4.87, -3.18, -2.43], [5.45, -2.24, -0.04], [4.07, -3.36, -0.11], [1.16, 2.03, 0.05], [1.08, -0.24, 1.78], [0.81, -1.20, 2.96], [1.68, -0.57, 4.18], [1.26, -0.69, 5.59], [1.59, 0.68, 6.18], [2.83, 1.10, 5.39], [2.50, 0.67, 3.97], [-0.83, -1.14, 3.19], [-1.76, -2.25, 3.41], [-3.01, -1.52, 3.92], [-3.02, -0.23, 3.09], [-1.59, -0.07, 2.56], [1.13, -2.80, 2.88], [2.26, -3.41, 3.60], [2.03, -4.89, 3.37], [1.46, -4.98, 1.95], [0.87, -3.59, 1.65], [1.83, -1.48, 6.09], [0.20, -0.93, 5.65], [1.76, 0.62, 7.25], [0.77, 1.37, 5.99], [3.71, 0.57, 5.76], [3.02, 2.17, 5.45], [3.38, 0.45, 3.37], [1.90, 1.42, 3.45], [-1.33, -2.95, 4.13], [-1.97, -2.79, 2.48], [-2.88, -1.30, 4.98], [-3.91, -2.11, 3.80], [-3.30, 0.65, 3.67], [-3.71, -0.28, 2.25], [-4.43, 2.22, 2.52], [-1.61, -0.16, 1.45], [2.24, -3.14, 4.66], [3.22, -3.09, 3.19], [1.29, -5.26, 4.09], [2.94, -5.48, 3.50], [0.70, -5.76, 1.87], [2.24, -5.22, 1.23], [-0.19, -3.62, 1.44], [1.37, -3.13, 0.80]], "gap_ev": 6.2}

***

6.
{"formula": "C25H19OPRuS4Sb", "method": "wB97M-V/def2-TZVPD", "species": ["Ru", "O", "C", "C", "C", "C", "C", "C", "C", "P", "C", "C", "C", "C", "C", "C", "C", "C", "C", "C", "C", "C", "H", "H", "H", "H", "H", "H", "H", "H", "H", "H", "H", "H", "H", "H", "S", "Sb", "S", "S", "S", "C", "C", "C", "C", "C", "C", "H", "H", "H", "H", "H"], "positions_angstrom": [[1.58, -1.18, 1.30], [0.03, -3.60, 1.93], [-0.06, -2.45, 1.57], [-1.49, -1.97, 1.31], [-2.56, -2.81, 1.60], [-3.85, -2.38, 1.37], [-4.09, -1.11, 0.85], [-3.03, -0.27, 0.56], [-1.73, -0.71, 0.79], [-0.24, 0.29, 0.59], [-0.18, 0.85, -1.13], [0.76, 1.81, -1.51], [0.85, 2.22, -2.83], [-0.01, 1.68, -3.78], [-0.94, 0.72, -3.41], [-1.03, 0.31, -2.09], [-0.55, 1.78, 1.58], [-1.17, 2.91, 1.04], [-1.47, 3.99, 1.86], [-1.15, 3.96, 3.21], [-0.53, 2.84, 3.74], [-0.23, 1.75, 2.94], [-2.35, -3.80, 2.00], [-4.69, -3.02, 1.60], [-5.10, -0.77, 0.68], [-3.22, 0.72, 0.16], [1.44, 2.23, -0.77], [1.58, 2.96, -3.11], [0.05, 2.01, -4.81], [-1.61, 0.30, -4.15], [-1.75, -0.45, -1.82], [-1.42, 2.95, -0.01], [-1.95, 4.87, 1.43], [-1.38, 4.80, 3.84], [-0.27, 2.81, 4.79], [0.28, 0.89, 3.35], [4.95, -2.15, 1.40], [4.30, -0.23, 2.61], [2.20, -1.24, 3.37], [2.95, 0.76, 0.92], [3.04, -2.69, 0.97], [2.67, -2.25, -0.71], [1.38, -2.56, -1.16], [0.96, -2.13, -2.42], [1.83, -1.44, -3.23], [3.13, -1.16, -2.79], [3.55, -1.54, -1.54], [0.72, -3.15, -0.53], [-0.04, -2.36, -2.75], [1.51, -1.11, -4.21], [3.80, -0.60, -3.44], [4.52, -1.27, -1.17]], "s_squared": 0.76, "gap_ev": [6.7, 6.0], "spin_multiplicity": 2}

***

7.
{"formula": "C7H10INO2S", "method": "wB97M-V/def2-TZVPD", "species": ["C", "C", "C", "C", "C", "C", "C", "N", "O", "O", "S", "I", "H", "H", "H", "H", "H", "H", "H", "H", "H", "H"], "positions_angstrom": [[0.90, -0.08, 1.18], [1.72, 2.01, -0.19], [-0.11, -2.04, -0.30], [0.88, 1.42, 0.92], [0.66, -0.76, -0.21], [0.16, 1.65, -0.39], [0.09, 0.38, -1.12], [-2.21, -0.39, -0.93], [-2.69, -2.75, -0.58], [-1.94, -1.38, 1.48], [-1.93, -1.67, 0.06], [-3.09, 1.04, 0.11], [1.69, -0.51, 1.66], [-0.05, -0.37, 1.85], [1.82, 3.15, -0.06], [2.52, 1.61, -0.81], [-0.09, -2.38, -1.30], [0.07, -2.77, 0.46], [0.63, 1.99, 1.69], [1.74, -0.90, -0.71], [-0.56, 2.42, -0.62], [-0.22, 0.31, -2.18]], "gap_ev": [7.1, 7.1]}

***

8.
{"formula": "C20H22N4O3", "method": "wB97M-V/def2-TZVPD", "species": ["C", "O", "C", "C", "C", "C", "C", "C", "C", "N", "O", "C", "C", "C", "C", "C", "N", "C", "O", "C", "C", "C", "N", "C", "C", "N", "C", "H", "H", "H", "H", "H", "H", "H", "H", "H", "H", "H", "H", "H", "H", "H", "H", "H", "H", "H", "H", "H", "H"], "positions_angstrom": [[-3.33, -0.09, -1.61], [-3.04, 0.79, -2.69], [-2.36, 1.93, -2.39], [-2.18, 2.88, -3.41], [-1.50, 4.08, -3.14], [-1.01, 4.32, -1.86], [-1.18, 3.40, -0.83], [-0.76, 3.75, 0.55], [-0.04, 2.58, 1.19], [1.25, 2.48, 1.18], [1.49, 1.27, 1.84], [0.27, 0.79, 2.21], [-0.01, -0.49, 2.82], [-1.17, -0.71, 3.58], [-1.32, -1.97, 4.13], [-0.37, -2.95, 3.91], [0.69, -2.74, 3.12], [0.87, -1.57, 2.58], [2.02, -1.47, 1.85], [2.01, -2.14, 0.59], [1.17, -1.35, -0.46], [1.33, -1.99, -1.85], [2.75, -2.27, -2.15], [3.50, -3.02, -1.18], [3.45, -2.32, 0.17], [-0.71, 1.57, 1.84], [-1.92, 2.28, -1.10], [-3.96, -0.88, -1.99], [-3.87, 0.39, -0.81], [-2.46, -0.57, -1.19], [-2.64, 2.68, -4.39], [-1.45, 4.81, -3.94], [-0.52, 5.24, -1.63], [-1.63, 4.00, 1.17], [-0.08, 4.62, 0.55], [-1.86, 0.13, 3.74], [-2.23, -2.18, 4.72], [-0.53, -3.92, 4.37], [1.56, -3.15, 0.65], [0.16, -1.36, -0.14], [1.55, -0.29, -0.52], [0.86, -1.36, -2.65], [0.81, -2.94, -1.83], [2.89, -2.67, -3.09], [3.11, -4.00, -1.11], [4.57, -3.01, -1.53], [3.95, -1.37, 0.08], [4.03, -2.88, 0.90], [-2.13, 1.67, -0.26]], "gap_ev": 8.5, "smiles": "COc1cccc(Cc2noc(-c3cccnc3OC3CCNCC3)n2)c1"}

***

Values of strongest force on any atom, in order: 8.548, 0.424, 3.356, 5.068, 1.881, 4.495, 5.467, 2.466, all in eV/Å.